1.
Here is a structure of composition C54H41AsMoN8O9S2 at a distorted geometry from OMol25. Energies are from ωB97M-V with the def2-TZVPD basis set.

Computed properties:
Frontier orbital gap (spin up / spin down)   5.09 / 3.94 eV
Expectation value of S²   2.0369
E_LUMO (spin up / spin down)   -0.0332 / -0.0881 hartree
F_max   1.89 eV Å⁻¹
ΔE to the lowest compared entry with this formula, charge and spin   179.0 kcal per mole
Total energy   -171366.6965 eV
Spin multiplicity   3

Last column: Mulliken charge in e.
Atoms and positions in Å:
Mo: -0.9944 -0.2129 0.9951  -2.3753
N: 0.0435 -2.0670 5.1250  -0.1928
C: -0.3377 -1.3102 4.0480  -0.0015
S: -1.3609 -2.1146 2.8511  -0.1451
N: 0.0874 -0.1066 3.9648  -1.5636
N: -0.4989 0.6015 2.9115  1.1007
C: -0.7919 1.8157 3.2366  -1.3557
C: -1.8682 2.5560 2.6455  1.3184
C: -2.0526 3.9106 2.9809  -0.5286
C: -3.2620 4.5261 2.7817  -0.9669
C: -4.3350 3.7693 2.2859  -0.5561
C: -4.1790 2.4486 1.9438  -0.3831
C: -2.9277 1.8217 2.0689  0.3052
O: -2.8003 0.5623 1.7034  -0.2681
H: -0.4722 -2.9112 5.3033  0.2486
H: 0.3983 -1.5665 5.9226  0.2968
H: -0.3254 2.2003 4.1408  0.5342
H: -1.2221 4.4560 3.4132  0.4295
H: -3.3954 5.5686 3.0327  0.4186
H: -5.3024 4.2373 2.1532  0.4761
H: -4.9958 1.8760 1.5241  0.4384
N: -4.1221 -1.8073 1.4866  -0.2192
C: -3.6089 -1.9617 0.2665  -0.1244
N: -2.5662 -1.3205 -0.2259  1.0870
C: -2.4701 -1.5532 -1.6142  -1.6741
C: -1.6606 -0.8582 -2.4958  0.8147
C: -1.7754 -1.1107 -3.8532  -0.7850
C: -2.6550 -2.0726 -4.3380  -0.9990
C: -3.4683 -2.7798 -3.4636  -0.4587
C: -3.3779 -2.4849 -2.1150  1.3240
S: -4.3968 -3.0680 -0.8293  -0.4005
H: -3.7900 -1.0305 2.0505  0.2504
H: -4.8625 -2.4044 1.8053  0.1614
H: -0.9542 -0.1255 -2.1281  -0.3554
H: -1.1535 -0.5549 -4.5432  0.5607
H: -2.7201 -2.2607 -5.4010  0.4637
H: -4.1766 -3.5129 -3.8252  0.4537
O: 1.9148 -3.0482 -0.2071  -0.5753
C: 0.4662 -1.5941 0.2084  2.4863
O: 0.8636 -0.8305 1.2456  -0.6368
As: 0.9089 -3.4972 2.3190  0.8391
C: 2.8197 -3.3310 2.6102  0.3598
C: 3.2858 -2.4204 3.5489  -0.2837
C: 4.6456 -2.3339 3.8154  -0.6554
C: 5.5351 -3.1661 3.1548  -0.5744
C: 5.0684 -4.0733 2.2120  -0.9128
C: 3.7146 -4.1567 1.9301  -0.3440
C: 0.6370 -3.1167 0.4083  1.2749
C: -0.3036 -4.0010 -0.3565  -0.8020
C: -0.2791 -4.0599 -1.6892  -0.5192
C: 0.5074 -3.2216 -2.6165  -0.5165
C: 1.2341 -2.1525 -2.2959  -0.9986
C: 1.5704 -1.7882 -0.8818  -0.6661
C: 0.4564 -5.3320 2.6799  0.7664
C: -0.8976 -5.6709 2.6675  -0.3865
C: -1.2929 -6.9710 2.9381  -0.8384
C: -0.3391 -7.9340 3.2423  -0.5303
C: 1.0040 -7.5897 3.2879  -0.7171
C: 1.4064 -6.2888 3.0186  -0.4955
H: 2.5956 -1.7537 4.0498  0.2446
H: 5.0066 -1.6085 4.5320  0.4343
H: 6.5946 -3.1032 3.3645  0.4018
H: 5.7623 -4.7127 1.6824  0.4220
H: 3.3654 -4.8394 1.1680  0.6896
H: -1.0112 -4.6120 0.1907  0.3013
H: -0.9697 -4.7476 -2.1646  0.3618
H: 0.3835 -3.4565 -3.6663  0.4485
H: 1.6946 -1.5610 -3.0777  0.4858
H: 2.3674 -1.0617 -0.8054  1.0840
H: -1.6475 -4.9165 2.4577  0.2433
H: -2.3432 -7.2302 2.9198  0.4286
H: -0.6441 -8.9503 3.4529  0.3861
H: 1.7479 -8.3348 3.5367  0.4154
H: 2.4574 -6.0306 3.0698  0.4569
N: -0.7964 1.1403 -0.0445  1.9739
C: -0.6504 2.2589 -0.9572  1.2590
C: -2.0356 2.7087 -1.4084  0.5562
C: -2.7224 3.6549 -0.6613  -0.1381
C: -3.9763 4.0890 -1.0639  -0.9565
C: -4.5559 3.5764 -2.2148  -0.9190
C: -3.8707 2.6300 -2.9644  -0.9093
C: -2.6138 2.2009 -2.5657  -0.5058
C: 0.2177 3.3500 -0.3797  0.8701
C: 1.2550 3.0474 0.5474  -0.6150
C: 2.4482 3.6815 0.4398  -1.5266
C: 2.7125 4.5279 -0.7522  0.4586
C: 1.4829 5.2117 -1.2196  -0.7698
C: 0.2994 4.5783 -1.1194  -1.3855
H: -2.2622 4.0726 0.2260  0.8038
H: -4.4964 4.8363 -0.4783  0.5005
H: -5.5280 3.9254 -2.5382  0.4136
H: -4.3052 2.2345 -3.8730  0.4822
H: -2.0720 1.4943 -3.1754  0.3111
H: 1.1218 2.2429 1.2606  0.1270
H: 3.2723 3.4485 1.1023  0.4341
H: 3.5291 5.2282 -0.5933  0.8578
H: 1.5700 6.1357 -1.7778  0.3608
H: -0.5802 4.9565 -1.6254  0.3358
O: 0.0037 1.8221 -2.1673  0.1346
C: 1.3988 1.8078 -2.0177  -0.8474
O: 1.9078 0.9559 -1.3374  -0.1995
C: 2.0996 2.8888 -2.6978  0.0445
C: 3.2495 3.5123 -1.9504  0.6670
C: 4.1180 4.2591 -2.8993  -1.5075
C: 3.7060 4.6813 -4.1249  -0.1361
C: 2.4464 4.3016 -4.6047  -1.1358
C: 1.6835 3.3448 -3.9040  0.1794
N: 2.0110 4.7446 -5.8805  1.0643
O: 2.7112 5.5327 -6.5041  -0.6946
O: 0.9397 4.3219 -6.3109  -0.6985
N: 5.4383 4.5718 -2.4625  1.1015
O: 5.7488 4.2150 -1.3256  -0.6524
O: 6.2053 5.1680 -3.2035  -0.7280
H: 3.8095 2.7421 -1.4230  0.6719
H: 4.3568 5.2860 -4.7407  0.6301
H: 0.7877 2.9544 -4.3682  0.6809

Cartesian forces, eV/Å:
Mo -0.8 1.2 -1.2
N 0.0 -0.1 -0.2
C 0.1 0.0 0.2
S -0.2 -0.1 0.3
N 0.1 0.1 -0.2
N 0.2 0.2 0.3
C -0.1 0.0 0.0
C 0.1 0.1 0.0
C 0.0 0.0 0.0
C 0.0 0.0 0.0
C 0.0 0.0 0.0
C 0.0 0.0 0.0
C 0.0 -0.1 0.0
O 0.0 -0.2 0.0
H 0.0 0.0 0.0
H 0.0 0.0 0.0
H 0.0 0.0 0.0
H 0.0 0.0 0.0
H 0.0 0.0 0.0
H 0.0 0.0 0.0
H 0.0 0.0 0.0
N 0.2 0.0 0.2
C 0.0 0.1 -0.2
N 0.2 -0.1 0.2
C 0.0 0.2 0.0
C 0.1 -0.1 0.1
C 0.1 -0.1 0.0
C 0.0 0.0 0.0
C 0.0 0.0 0.0
C 0.0 0.0 0.0
S 0.0 0.0 0.0
H -0.1 0.0 -0.1
H 0.0 0.1 0.0
H 0.0 -0.1 -0.1
H 0.0 0.0 0.0
H 0.0 0.0 0.0
H 0.0 0.0 0.0
O 0.1 0.1 0.0
C 0.5 0.3 0.2
O -0.1 -0.1 -0.2
As 0.4 0.0 0.0
C 0.0 -0.2 0.1
C -0.1 0.1 0.0
C 0.0 0.0 0.0
C 0.0 0.0 0.0
C 0.0 0.0 0.0
C 0.0 0.1 0.0
C -0.2 0.0 0.2
C 0.0 0.0 0.1
C 0.0 0.1 -0.1
C -0.2 0.0 0.0
C 0.0 0.1 0.0
C -0.2 -0.1 0.0
C -0.2 0.1 0.1
C 0.0 -0.1 0.0
C 0.1 0.0 0.0
C 0.0 0.0 0.0
C 0.0 0.0 0.0
C 0.1 0.0 0.0
H 0.0 0.0 0.0
H 0.0 0.0 0.0
H 0.0 0.0 0.0
H 0.0 0.0 0.0
H 0.0 0.0 0.0
H 0.0 0.0 0.0
H 0.0 0.0 0.0
H 0.0 0.0 0.0
H 0.0 0.0 0.0
H 0.0 0.0 0.0
H 0.0 0.0 0.0
H 0.0 0.0 0.0
H 0.0 0.0 0.0
H 0.0 0.0 0.0
H -0.1 0.0 0.0
N 0.5 -1.2 0.5
C -0.2 0.4 -0.4
C -0.1 0.1 0.2
C 0.0 0.0 0.0
C 0.0 0.0 -0.1
C 0.0 0.0 0.0
C 0.0 0.0 0.0
C 0.0 0.0 -0.1
C -0.1 0.1 0.2
C 0.0 0.0 -0.1
C -0.1 0.0 0.0
C -0.1 0.1 0.0
C 0.1 0.1 0.0
C -0.1 0.0 0.1
H 0.0 0.0 0.0
H 0.0 0.0 0.0
H 0.0 0.0 0.0
H 0.0 0.0 0.0
H -0.1 0.1 0.0
H 0.0 0.0 0.0
H 0.0 0.0 0.0
H 0.1 -0.1 0.1
H 0.0 0.0 0.0
H 0.0 0.0 0.0
O 0.0 -0.4 0.1
C 0.4 0.2 -0.3
O 0.0 -0.2 0.0
C 0.1 -0.3 0.4
C 0.0 0.0 -0.1
C -0.1 -0.1 -0.2
C 0.1 0.1 0.1
C -0.1 -0.1 0.1
C -0.1 0.2 -0.1
N 0.0 0.0 0.0
O 0.1 0.1 0.0
O -0.1 0.0 0.0
N 0.1 -0.1 0.1
O 0.0 0.0 0.1
O 0.1 0.1 -0.1
H 0.1 0.1 0.0
H 0.0 0.0 0.0
H 0.0 0.0 0.0

2.
Here is a structure of composition C54H43I2N10O7STb at a distorted geometry from OMol25. Energies are from ωB97M-V with the def2-TZVPD basis set.

Computed properties:
Frontier orbital gap (spin up / spin down)   6.28 / 6.33 eV
Expectation value of S²   12.6076
E_LUMO (spin up / spin down)   -0.0218 / -0.0217 hartree
F_max   2.86 eV Å⁻¹
ΔE to the lowest compared entry with this formula, charge and spin   0.0 kcal per mole
Total energy   -135400.9767 eV
Spin multiplicity   7

Last column: Mulliken charge in e.
Atoms and positions in Å:
Tb: 16.6178 12.1804 13.9364  0.5800
O: 18.9215 16.4407 18.3214  -0.5356
C: 18.3239 15.5379 17.5111  0.9192
C: 17.9734 14.2479 17.8655  -0.9791
C: 17.4900 13.3678 16.8834  0.5985
N: 17.4358 13.7544 15.6128  0.3972
C: 17.4457 15.0728 15.3696  0.2622
C: 18.0084 16.0041 16.2175  -0.9827
C: 16.7599 15.5115 14.1083  0.1646
O: 16.8386 16.6778 13.7060  -0.7566
O: 16.0204 14.5370 13.6005  -0.1199
C: 16.9097 12.0411 17.2662  0.0178
O: 16.6504 11.7876 18.4612  -0.9286
O: 16.6252 11.2983 16.2187  -0.2295
H: 19.1617 16.0172 19.1461  0.3065
H: 18.0208 13.8833 18.8810  0.5005
H: 18.0915 17.0368 15.9935  0.6118
C: 11.0220 13.8998 15.2767  -1.0616
N: 12.3202 13.1166 15.1584  0.6926
C: 13.4335 13.3108 14.4335  -0.6539
N: 14.3197 12.3110 14.6818  0.4844
C: 13.6495 11.5298 15.5646  -1.0016
N: 12.4168 11.9046 15.7692  -0.7174
C: 9.7876 13.0367 15.3155  0.8154
C: 8.7790 13.3050 16.2424  -0.7832
C: 7.6221 12.5496 16.2041  -0.5078
C: 7.4466 11.4681 15.3336  -0.8975
C: 8.4425 11.2452 14.3487  0.3515
C: 9.5457 12.0841 14.3444  -0.2126
C: 8.3843 10.1909 13.3192  0.3169
N: 7.6827 9.0771 13.2351  -0.5124
N: 8.1652 8.3487 12.2301  -0.4818
C: 9.2404 8.9005 11.7498  0.3923
O: 9.3923 10.1600 12.3194  -0.2363
C: 10.0840 8.5163 10.6290  -0.0816
C: 9.8316 7.3987 9.7696  -0.6237
C: 10.7582 7.0866 8.7963  -0.6048
C: 11.9672 7.7541 8.7080  -0.6000
C: 12.2603 8.7974 9.5402  0.3800
C: 13.6550 9.4501 9.4950  -0.8136
N: 14.1004 9.7226 10.8704  0.8771
C: 15.1349 10.5362 11.2712  -0.7974
N: 15.3882 10.4027 12.5770  0.7339
C: 14.4622 9.4587 12.9450  -1.0587
N: 13.6915 8.9878 11.9890  -0.6795
C: 11.2522 9.2223 10.3867  0.1596
H: 11.0225 14.6603 14.4934  0.2701
H: 11.1215 14.4299 16.2457  0.4114
H: 13.5932 14.1742 13.7956  0.6613
H: 14.0552 10.6810 16.1139  0.7601
H: 8.9069 14.1327 16.9345  0.4195
H: 6.7963 12.8726 16.8493  0.3453
H: 6.5652 10.8610 15.4155  0.5314
H: 10.2535 11.9620 13.5418  0.6464
H: 8.9450 6.7412 9.8744  0.4480
H: 10.4670 6.3283 8.0100  0.3030
H: 12.7049 7.5100 7.9471  0.3877
H: 13.5925 10.4376 9.0140  0.3370
H: 14.3797 8.7851 8.9903  0.3401
H: 15.6529 11.2305 10.6363  0.3503
H: 14.3790 9.1001 13.9538  0.7009
H: 11.2985 10.1889 10.8575  0.5437
N: 17.4810 12.8894 11.9854  -0.5044
C: 17.8159 13.1800 10.8244  -0.6973
C: 18.3896 12.0816 9.9519  0.4144
C: 19.3255 11.2109 10.5268  -0.3464
C: 19.8278 10.1461 9.8074  -0.5292
C: 19.4325 9.9583 8.4748  -0.5356
C: 18.4681 10.7748 7.9168  -0.8858
C: 17.9159 11.8193 8.6729  0.1623
C: 17.7428 14.5406 10.1771  0.7904
C: 16.8514 15.5367 10.6196  -0.2198
C: 16.7238 16.7667 9.9539  -0.7363
C: 17.3826 16.9775 8.7466  -0.4285
C: 18.1687 15.9720 8.2582  -0.7456
C: 18.3965 14.7769 8.9461  -0.4979
H: 19.7188 11.4878 11.5050  0.4391
H: 20.4214 9.4360 10.3700  0.4133
H: 19.8835 9.1389 7.8954  0.3764
H: 18.1049 10.5298 6.9066  0.3743
H: 17.0673 12.3870 8.2572  0.5755
H: 16.2996 15.3564 11.5259  0.1905
H: 16.0257 17.4676 10.3332  0.4586
H: 17.2102 17.8811 8.1611  0.3602
H: 18.5774 16.1015 7.2693  0.3823
H: 18.9745 13.9770 8.4830  0.4658
I: 14.5496 12.9412 19.3812  0.2284
I: 12.2523 14.0931 20.2494  -0.2503
O: 18.1569 10.4627 14.0653  0.0694
S: 19.0756 9.3386 13.6957  0.5038
C: 18.5724 8.0461 14.9441  -0.6770
C: 17.6442 7.0736 14.3258  0.3185
C: 17.6493 6.7207 12.9972  -0.1004
C: 16.6345 5.9155 12.4216  -0.6684
C: 15.6047 5.3939 13.2292  -0.3961
C: 15.6850 5.6391 14.6388  -0.7199
C: 16.7256 6.3802 15.1416  -0.3842
C: 20.7993 9.7976 14.4193  -1.1198
C: 21.0393 9.7467 15.8968  0.2549
C: 20.3300 10.5771 16.7653  0.2225
C: 20.4058 10.4253 18.1414  -0.4091
C: 21.2280 9.4026 18.6574  -0.6329
C: 22.0315 8.6468 17.8057  -0.5504
C: 22.0037 8.8632 16.4326  -0.4735
H: 18.0613 8.6326 15.7338  0.1576
H: 19.5015 7.5144 15.3006  0.5087
H: 18.3743 7.2471 12.3623  0.3835
H: 16.6396 5.6456 11.3362  0.3561
H: 14.7982 4.8266 12.6911  0.3316
H: 15.0289 5.1482 15.3078  0.4917
H: 16.8373 6.4065 16.2247  0.4023
H: 20.8142 10.8685 14.0850  0.4215
H: 21.4640 9.1505 13.8089  0.5052
H: 19.6833 11.3265 16.2870  0.1286
H: 19.8728 11.1501 18.7380  0.4271
H: 21.2462 9.2127 19.6948  0.4520
H: 22.7409 7.9512 18.2105  0.4028
H: 22.7283 8.3797 15.8000  0.3792

Cartesian forces, eV/Å:
Tb 0.2 0.9 -0.6
O -0.2 -0.3 0.0
C 0.3 0.7 -1.0
C -0.3 -0.8 0.0
C 1.3 1.6 1.0
N -1.4 -0.1 0.7
C 1.2 0.6 -0.4
C -0.5 -1.6 1.3
C -1.6 -0.6 -1.8
O 0.0 -1.3 0.6
O 0.8 1.4 1.1
C -0.9 -1.9 -1.8
O 0.6 0.1 -1.1
O 0.5 1.2 1.9
H 0.0 -0.1 0.4
H 0.0 0.1 0.2
H 0.0 0.7 -0.4
C 1.5 -0.1 0.9
N -0.6 -1.0 -1.1
C 0.3 -0.2 0.5
N -1.3 1.5 0.0
C -0.4 -0.5 -0.1
N -0.3 0.8 1.4
C -0.4 0.4 -0.1
C 0.7 0.0 -0.5
C -0.9 -0.1 0.2
C 1.0 0.5 -0.4
C -0.8 0.2 0.4
C 0.5 -0.2 -0.3
C 0.8 -1.8 -1.3
N -0.1 2.5 1.2
N 1.3 -1.7 -1.2
C -2.0 2.0 0.4
O -0.5 -0.7 1.2
C 0.4 -1.4 -1.3
C -0.5 0.0 1.1
C -1.0 -0.9 -1.3
C 0.6 -0.4 -0.7
C 0.4 0.4 -0.1
C -1.1 0.1 0.5
N 1.8 0.4 2.0
C -1.0 -0.7 0.2
N -1.2 -0.4 -1.3
C 0.0 -0.2 -0.4
N 0.8 0.9 -0.8
C -0.3 0.9 0.6
H 0.0 -0.2 -0.1
H -0.2 -0.2 -0.5
H 0.2 -0.2 0.2
H 0.1 0.2 -0.5
H -0.1 -0.2 0.1
H 0.3 -0.5 -0.1
H -0.2 -0.2 -0.2
H 0.3 -0.1 0.0
H 0.5 0.8 0.1
H 0.6 0.8 1.2
H -0.2 -0.3 0.1
H 0.2 -0.4 -0.1
H -0.4 0.4 0.2
H 0.1 0.1 -0.3
H 0.0 -0.1 0.2
H 0.6 0.1 0.6
N -0.2 -0.5 0.8
C 0.6 0.1 -0.5
C -0.2 -0.2 0.1
C 0.1 0.8 -0.4
C -0.4 0.0 0.1
C 0.6 -0.8 0.3
C -0.4 -0.1 -0.2
C -0.4 -0.4 -0.5
C -0.4 0.5 -1.2
C 0.7 0.3 0.0
C 0.3 -1.4 -0.1
C -0.8 0.4 0.6
C 0.8 -0.8 -0.5
C -0.6 0.1 0.4
H -0.3 -0.4 0.0
H 0.5 -0.1 -0.5
H -0.4 0.4 0.3
H 0.2 0.4 0.5
H 0.6 -0.1 0.2
H -0.1 0.0 0.2
H -0.4 0.7 0.4
H 0.1 -0.2 0.2
H 0.3 -0.1 -0.1
H 0.1 0.5 0.2
I -0.4 0.2 0.1
I 0.2 -0.1 -0.1
O 0.2 0.2 -0.1
S 0.9 -0.4 1.8
C 1.4 0.2 -0.1
C -1.2 -1.5 0.2
C -0.4 0.7 -1.3
C -0.3 -0.5 0.2
C 0.5 0.5 -0.4
C 0.5 -0.6 -2.2
C 0.1 0.5 0.5
C -0.7 0.8 -1.0
C 0.6 -0.8 0.2
C -0.4 0.0 -0.8
C 0.8 -0.4 -0.4
C -0.6 0.6 -1.1
C -0.1 0.8 -0.2
C -1.0 0.4 0.1
H 0.6 -0.3 -0.2
H -0.8 0.8 -0.1
H -0.3 -0.6 -0.1
H 0.1 0.5 1.1
H 0.8 0.5 1.1
H -0.7 -0.3 0.5
H -0.1 0.4 -0.1
H 0.3 -0.9 -0.1
H -0.2 0.6 0.5
H 0.1 -0.3 0.5
H -0.1 -0.3 0.4
H 0.1 -0.1 1.0
H 0.1 -0.3 0.2
H -0.1 -0.3 -0.3

Question: Which of these has the highest expectation value of S²?
Answer: C54H43I2N10O7STb